A cluster of 4 separate species, C24H70N14O3P3 in total in a non-equilibrium geometry, computed with ωB97M-V/def2-TZVPD.

ORCA input file:
```
! wB97M-V def2-TZVPD RIJCOSX def2/J DEFGRID3
* xyz 1 1
C 4.063 1.469 -3.553
N 3.356 1.485 -2.279
C 2.098 0.779 -2.309
N 1.255 1.100 -3.491
C 0.202 0.197 -3.587
N 0.303 -0.831 -4.499
N -0.917 0.281 -2.892
C -1.019 1.365 -1.896
C -0.321 2.664 -2.297
C 0.619 2.456 -3.466
N 1.570 3.535 -3.581
H 3.598 2.087 -4.310
H 4.258 0.462 -3.939
H 5.039 1.914 -3.367
H 3.971 1.010 -1.630
H 2.310 -0.303 -2.378
H 1.595 0.920 -1.350
H -0.282 -0.795 -5.314
H 0.906 -1.613 -4.321
H -1.750 0.189 -3.469
H -2.070 1.577 -1.728
H -0.628 1.042 -0.938
H -0.987 3.494 -2.520
H 0.278 2.993 -1.446
H -0.007 2.485 -4.373
H 1.059 4.411 -3.558
H 1.996 3.509 -4.499
O -3.685 -3.751 -3.659
P -4.469 -3.131 -2.533
N -3.361 -3.282 -1.241
C -3.741 -3.300 0.159
C -2.136 -2.531 -1.423
N -5.704 -4.333 -2.374
C -5.374 -5.582 -1.697
C -6.361 -4.608 -3.648
N -5.474 -1.880 -1.769
C -6.817 -2.149 -1.269
C -5.497 -0.637 -2.562
H -3.958 -2.302 0.558
H -2.929 -3.722 0.754
H -4.608 -3.929 0.342
H -2.292 -1.452 -1.241
H -1.752 -2.653 -2.439
H -1.358 -2.888 -0.745
H -4.436 -6.026 -2.051
H -6.172 -6.309 -1.851
H -5.304 -5.442 -0.618
H -5.756 -5.248 -4.297
H -6.557 -3.676 -4.190
H -7.325 -5.090 -3.473
H -7.538 -2.376 -2.060
H -7.163 -1.254 -0.740
H -6.819 -2.960 -0.549
H -6.076 -0.745 -3.486
H -4.474 -0.350 -2.838
H -5.919 0.187 -1.984
O -3.688 -1.993 3.328
P -4.547 -1.086 4.170
N -3.676 -1.073 5.636
C -4.262 -0.783 6.928
C -2.351 -0.469 5.538
N -5.927 -2.129 4.332
C -5.850 -3.241 5.272
C -6.407 -2.598 3.039
N -5.508 0.367 4.501
C -6.935 0.315 4.795
C -5.261 1.426 3.501
H -4.419 0.291 7.095
H -3.597 -1.151 7.712
H -5.214 -1.288 7.072
H -2.406 0.629 5.497
H -1.837 -0.817 4.641
H -1.737 -0.753 6.392
H -4.925 -3.822 5.171
H -6.693 -3.916 5.119
H -5.931 -2.895 6.302
H -5.785 -3.404 2.633
H -6.409 -1.781 2.309
H -7.435 -2.955 3.130
H -7.543 -0.005 3.944
H -7.253 1.322 5.081
H -7.145 -0.332 5.640
H -5.697 1.180 2.525
H -4.184 1.567 3.363
H -5.671 2.379 3.834
O 7.606 1.985 -1.762
P 8.312 2.763 -0.661
N 9.728 3.158 -1.549
C 11.035 3.358 -0.958
C 9.510 4.128 -2.617
N 8.614 1.365 0.338
C 9.622 0.408 -0.098
C 7.385 0.670 0.688
N 8.718 3.857 0.691
C 9.144 3.371 1.998
C 7.685 4.896 0.886
H 11.147 4.344 -0.487
H 11.794 3.271 -1.738
H 11.272 2.601 -0.214
H 9.406 5.150 -2.225
H 8.607 3.885 -3.178
H 10.341 4.112 -3.324
H 9.516 0.125 -1.152
H 9.559 -0.499 0.506
H 10.629 0.795 0.056
H 7.006 0.057 -0.139
H 6.601 1.387 0.958
H 7.551 0.029 1.556
H 8.358 2.841 2.543
H 9.446 4.238 2.593
H 10.013 2.725 1.920
H 6.760 4.483 1.304
H 7.442 5.366 -0.073
H 8.045 5.682 1.549
*
```

HOMO = -9.741 eV
LUMO = -4.21 eV
E = -2972.3895 hartree
Kohn-Sham gap = 5.5 eV